The following is a quantum chemistry calculation of a cluster of 10 separate species, C30H54N2O28 in total in a non-equilibrium geometry, from the Open Molecules 2025 dataset.

E_LUMO   0.151 eV
E_HOMO   -10.69 eV
SMILES string   C[N+](=O)[O-].C[N+](=O)[O-].CCOC(=O)OC.CCOC(=O)OC.CCOC(=O)OC.CCOC(=O)OC.O=C1OCCO1.O=C1OCCO1.O=C1OCCO1.O=C1OCCO1
Kohn-Sham gap   10.84 eV

Cartesian coordinates (Å):
1 O -1.5907 -0.7365 1.7555
2 O 3.5707 0.8614 -1.9407
3 O 0.1723 3.6806 2.0673
4 O 3.3813 -2.2874 1.9473
5 O 0.2565 3.5381 -0.2227
6 O -0.1470 2.0472 6.9401
7 O -1.3883 2.0303 5.0812
8 O -6.9642 0.4377 -0.1309
9 O -1.6105 0.4069 6.6581
10 O 2.9940 -3.2596 0.1203
11 O 1.3450 0.7851 -2.0759
12 O 2.6737 2.3534 -3.1069
13 O 2.7716 1.4031 5.2541
14 O 0.2847 -0.1276 0.8779
15 O -2.4307 -1.3363 -4.2142
16 O 1.7879 -3.7580 -5.3301
17 O -0.9740 -2.2620 -2.9684
18 O -5.1916 4.5664 -1.7449
19 O -3.9144 4.9429 0.0161
20 O 1.2083 -2.8111 1.2916
21 O -5.9821 -1.6256 -0.2717
22 O 0.7426 -1.8895 -5.5217
23 O -3.1142 5.2468 -2.0184
24 O 3.8447 -0.3268 5.8617
25 O -0.0756 0.3286 3.0415
26 O 2.6691 -1.9228 -4.3750
27 O -7.6650 -1.2613 1.0851
28 O 1.9164 2.7113 1.0239
29 N -1.6782 -2.2448 -3.9569
30 N 3.1446 0.6542 6.0699
31 C -2.4457 5.1660 0.2136
32 C -2.5332 1.2373 4.6896
33 C 2.7394 0.8132 7.5556
34 C 2.3343 2.8131 2.3239
35 C -2.0461 5.6785 -1.1736
36 C 1.4690 2.8730 -3.7660
37 C -4.1758 4.9138 -1.2685
38 C 5.0947 -2.2035 -4.4851
39 C -2.3903 -0.0491 5.4829
40 C -5.9670 1.0136 -1.0684
41 C 2.3870 1.2982 -2.3442
42 C -6.7677 -0.8655 0.1523
43 C -7.6850 -2.6732 1.3303
44 C -0.4183 -0.1348 1.9774
45 C 1.1647 3.5020 3.0900
46 C 4.8651 -0.7493 -0.7671
47 C 0.7458 3.3141 0.8752
48 C 3.2926 -5.1855 -1.3578
49 C 2.9370 -1.1953 2.8238
50 C 1.7682 -2.5875 -5.0878
51 C -1.6372 -1.2007 0.3733
52 C 2.3854 -2.7437 1.1309
53 C -1.7413 -3.4389 -4.8682
54 C -0.4655 -0.6103 -0.2529
55 C 2.3088 -4.1403 -0.8250
56 C 3.7993 -2.7294 -3.9060
57 C -1.0077 1.5600 6.2697
58 C 3.4840 -0.2932 -1.0838
59 C -4.7275 1.4819 -0.3321
60 C 0.6354 -0.4802 -5.1999
61 H 3.7910 -2.4997 -2.8124
62 H -6.4337 1.9117 -1.4958
63 H 1.5398 3.9146 -3.8425
64 H -2.4134 1.0443 3.6021
65 H 1.4594 -4.6081 -0.2823
66 H -1.9725 6.7653 -1.4185
67 H -3.5372 1.7482 4.8905
68 H -2.0323 -4.2743 -4.2633
69 H 2.0491 -1.5704 3.4217
70 H -0.7005 -3.5241 -5.1897
71 H 1.4617 4.4422 3.5731
72 H -2.5471 -3.3011 -5.6086
73 H 1.5958 -0.0156 -5.4413
74 H 3.2408 -6.0721 -0.7519
75 H -2.5710 -0.8896 -0.1347
76 H 0.6155 2.5323 -3.2643
77 H -3.3501 -0.4091 5.8484
78 H 4.8993 -1.4793 0.0208
79 H -4.0074 1.8720 -1.0204
80 H 5.2384 -1.3790 -1.6016
81 H 0.8233 2.7310 3.8167
82 H 3.2013 -5.4326 -2.4194
83 H -2.3389 5.8590 1.0220
84 H 3.6236 -3.7824 -4.0781
85 H 0.2261 -1.1954 -0.8313
86 H 3.8009 -1.0881 3.4321
87 H -1.8187 4.2444 0.4472
88 H 3.2504 3.3959 2.4684
89 H 2.7274 -0.3399 2.1751
90 H -5.7043 0.3310 -1.8586
91 H -1.7838 -0.8011 4.9374
92 H 2.8276 1.8527 7.8311
93 H -6.6433 -3.0068 1.4754
94 H 5.9072 -2.6040 -3.8449
95 H 5.0617 -1.1793 -4.5263
96 H 1.6942 0.5507 7.4567
97 H 3.0554 -1.0891 -1.6534
98 H -8.2663 -2.8923 2.2354
99 H 1.4835 2.4215 -4.7517
100 H -1.5683 -2.2602 0.2473
101 H 1.7932 -3.5044 -1.5683
102 H -7.9540 -3.2612 0.4267
103 H -0.1616 -0.0877 -5.8129
104 H -1.1706 5.0755 -1.5140
105 H 2.4562 1.7937 2.6595
106 H -0.6657 0.2176 -0.9241
107 H 0.2790 -0.3783 -4.1803
108 H -5.0330 2.3649 0.3131
109 H -4.3668 0.6258 0.2655
110 H 2.9612 -0.1225 -0.1322
111 H 3.3702 0.2320 8.1422
112 H 5.5606 0.0804 -0.6630
113 H 4.2746 -4.7683 -1.1240
114 H 5.3326 -2.7195 -5.4134

Forces on the atoms, in the same order (eV/Å):
-0.93 -0.65 -0.44
0.25 -0.74 1.11
0.95 -0.11 -1.00
-1.83 0.66 -0.35
0.41 -0.48 1.94
0.14 0.46 0.04
-1.34 -0.60 0.42
1.01 -0.57 -0.62
-0.80 0.22 -1.75
1.68 -1.50 -2.72
-1.04 0.03 -0.17
-1.93 0.59 -0.32
-1.17 2.17 -1.98
1.41 0.93 -0.62
-0.11 0.62 -0.33
0.36 -1.15 -0.12
0.59 -0.44 -0.10
-2.02 -0.44 -0.60
1.97 0.00 1.88
-1.33 0.75 0.92
2.41 -1.07 -1.79
-0.53 1.43 -0.20
-0.06 -0.03 0.06
0.00 0.00 -0.25
-0.19 -0.28 -0.60
0.27 -0.18 -0.27
-0.76 0.46 -0.02
-0.43 0.66 -1.76
-1.39 -0.30 0.18
1.74 -2.30 3.33
-0.36 -0.57 -0.63
-0.92 0.19 -1.40
-1.00 1.37 -2.50
0.35 0.10 2.57
0.84 -0.37 -1.16
1.75 -1.52 -0.71
0.98 -0.28 -0.86
0.35 -3.81 0.46
0.74 0.21 0.62
-0.32 0.96 0.38
1.81 0.28 -0.20
-2.28 1.25 1.62
1.47 -0.61 -0.43
-0.13 -0.07 0.62
0.44 -1.77 0.61
1.32 -0.73 -1.42
-1.42 0.87 -1.78
0.30 1.06 0.57
-0.87 -1.75 -0.25
-0.13 -0.39 0.22
-1.85 -0.39 -0.17
1.21 -0.52 1.10
0.25 0.38 0.19
1.89 1.87 -0.75
-1.66 0.13 0.52
-0.07 1.19 1.45
1.23 -0.40 1.06
0.56 -0.09 0.54
-1.40 0.35 1.59
0.12 -0.41 -0.18
0.04 -0.55 -0.78
-0.25 -0.54 0.10
0.17 1.43 0.10
-0.30 0.22 0.76
0.60 0.18 -0.18
0.41 -0.71 0.98
1.60 -0.32 -0.12
0.13 -0.43 0.54
1.00 0.87 -0.73
-0.51 -0.42 -0.53
-0.41 -0.22 -0.32
0.90 0.35 0.15
-0.34 0.22 0.41
-0.21 -0.53 0.08
0.37 0.03 0.72
-1.21 -0.16 0.88
0.20 -0.26 -0.12
-0.14 0.23 0.88
0.60 -0.08 -0.49
0.05 0.63 0.03
-0.22 1.05 -0.27
-0.12 0.19 0.29
-0.01 0.45 0.34
-0.13 0.00 -0.10
-0.09 -0.90 0.05
0.36 0.66 0.73
-1.52 0.84 -0.30
0.02 -0.25 -0.52
-0.17 -0.02 0.50
-0.25 -0.55 -0.12
-0.51 0.35 0.42
-0.13 0.33 -0.19
-0.35 0.14 0.38
-0.33 0.70 0.04
0.33 2.43 -0.24
-0.21 -0.15 0.82
-1.08 -0.33 -0.10
-0.06 0.33 -0.61
-0.14 0.14 -0.34
-0.18 -0.89 0.90
0.64 -0.21 0.00
-0.55 0.57 0.58
-0.02 -0.01 -0.49
-0.31 1.05 0.31
0.33 -0.06 0.53
-0.21 0.42 0.24
0.59 0.18 0.33
0.52 -1.21 -0.41
0.30 0.64 -0.14
-0.39 0.42 -0.62
0.75 -1.34 0.75
0.03 -0.05 0.42
0.19 -0.08 -0.52
-0.31 0.58 -0.53

***

The following is a quantum chemistry calculation of a structure of composition C30H54N3O2S4SbSi3Ti in a non-equilibrium geometry, from the Open Molecules 2025 dataset.

Net charge   +2
E_LUMO (spin up / spin down)   -7.680 / -7.934 eV
E_HOMO (spin up / spin down)   -12.49 / -12.49 eV
ΔE to the lowest compared entry with this formula, charge and spin   3.2803 eV
Kohn-Sham gap (spin up / spin down)   4.81 / 4.56 eV

Cartesian coordinates (Å):
1 Sb 1.0067 4.1516 0.4476
2 Ti -0.1118 1.4885 0.2114
3 S 2.3941 -2.8457 -0.0503
4 S -2.3392 -2.2881 -2.0245
5 S -1.2394 -1.1190 1.2042
6 S 0.6706 -2.2213 -3.0524
7 Si -1.5858 6.4436 -0.1855
8 Si 1.1075 2.4510 3.4588
9 Si 0.4116 5.2722 -2.5124
10 O 0.9795 0.5596 -0.8986
11 O 1.5455 1.1557 1.0316
12 N -0.8918 2.4992 -1.3393
13 N -1.9476 1.8506 0.9863
14 N 1.2717 0.1119 0.3059
15 C -2.6932 -2.1651 0.7948
16 C -0.4661 -3.4153 -3.8327
17 C -2.6368 -3.0953 -0.4138
18 C -0.4278 7.8913 0.1676
19 C -0.8030 5.8558 -3.8278
20 C -3.5657 2.5520 3.0964
21 C 2.2884 -3.0432 -2.9086
22 C -3.4492 2.8369 -2.3244
23 C -4.0968 1.8859 1.9919
24 C -2.7846 1.6241 -2.5216
25 C -1.5218 1.4985 -2.0027
26 C -2.4449 5.8157 1.3804
27 C 0.5548 3.5732 4.8862
28 C 0.7592 0.6388 3.8689
29 C -0.6387 4.8824 -0.8541
30 C -1.6627 -3.7364 -2.9360
31 C 1.2222 5.6371 2.0126
32 C 1.2426 3.6738 -3.1007
33 C -1.4616 3.7343 -1.2656
34 C 0.0031 2.7958 1.9079
35 C -1.4170 2.5378 2.0280
36 C 1.7261 6.5592 -2.1038
37 C -0.0016 -2.4512 1.5052
38 C -3.2474 1.5359 0.9690
39 C 0.6064 -3.1230 0.2541
40 C -2.7815 3.8826 -1.7295
41 C -2.2247 2.8701 3.1246
42 C 2.9319 2.7908 3.0901
43 C -2.9026 7.1725 -1.3424
44 C 2.5504 -3.8019 -1.6059
45 H -1.8457 -3.8335 -0.2881
46 H -3.2352 0.7982 -3.0520
47 H -2.7504 8.2510 -1.4011
48 H 2.2411 6.8454 -3.0225
49 H 1.6867 3.0903 -2.2933
50 H 0.5992 0.5015 4.9388
51 H 1.8956 -4.6680 -1.5070
52 H 1.6683 5.1435 2.8706
53 H -5.1483 1.6463 1.9371
54 H -1.7319 5.2848 -3.8187
55 H -1.7710 5.2504 2.0224
56 H -0.7910 -2.9594 -4.7660
57 H -0.2952 8.4963 -0.7296
58 H -2.8781 -2.7724 1.6812
59 H -1.7895 3.3844 3.9671
60 H 0.0817 -4.3283 -4.0606
61 H 1.4341 3.8976 5.4451
62 H 0.5432 3.0313 -3.6372
63 H 0.0244 4.4735 4.5742
64 H 2.3987 -3.7184 -3.7578
65 H -4.4709 2.9624 -2.6585
66 H 1.9059 6.4011 1.6507
67 H -0.9595 0.5798 -2.1384
68 H 1.6085 0.0166 3.5853
69 H -0.3606 5.7320 -4.8179
70 H -2.8342 6.6517 1.9648
71 H 2.0418 3.9254 -3.8009
72 H -3.5969 -3.6072 -0.4772
73 H -0.1263 0.2711 3.3480
74 H -0.8982 8.5385 0.9112
75 H -3.2921 5.1691 1.1388
76 H -3.9106 7.0222 -0.9506
77 H 3.5419 1.9847 3.5005
78 H 3.5866 -4.1415 -1.6144
79 H 3.0009 -2.2256 -3.0140
80 H 0.7467 -1.9784 2.1402
81 H -0.0767 3.0232 5.5853
82 H -3.5963 0.9987 0.0954
83 H -3.2755 4.8330 -1.6075
84 H -4.2007 2.8176 3.9311
85 H -2.4700 -4.1438 -3.5421
86 H -1.3829 -4.4679 -2.1787
87 H -3.5096 -1.4481 0.7008
88 H 0.5046 -4.2053 0.3461
89 H 2.4821 6.1748 -1.4140
90 H 0.2692 6.0844 2.2768
91 H 3.1505 2.8417 2.0226
92 H 1.3087 7.4683 -1.6773
93 H -0.5328 -3.1999 2.0914
94 H -2.8849 6.7949 -2.3633
95 H -1.0440 6.9133 -3.7155
96 H 3.2753 3.7134 3.5581
97 H 0.5583 7.6278 0.5390
98 H 0.1131 -2.7710 -0.6483

Forces on the atoms, in the same order (eV/Å):
-0.13 0.77 0.10
-3.40 2.55 0.55
-0.18 0.11 -0.09
0.01 -0.06 0.15
0.23 -0.87 -0.11
0.27 0.26 -0.04
-0.17 0.02 0.12
0.17 0.04 0.56
-0.05 -0.05 -0.22
0.91 -1.25 -0.55
1.46 -1.22 0.29
-0.53 0.51 -0.98
-1.02 0.25 1.05
2.69 -1.47 0.07
-0.03 0.45 -0.33
0.16 0.40 0.34
0.17 0.23 -0.21
-0.05 -0.32 0.00
0.32 0.05 0.22
-0.10 -0.09 -0.11
-0.33 -0.08 0.14
0.12 -0.09 -0.04
0.00 0.17 0.15
0.00 0.02 0.01
-0.18 -0.06 -0.40
0.12 0.24 -0.20
0.04 -0.23 -0.24
0.15 0.32 0.01
0.46 0.37 0.09
-0.14 0.12 0.01
0.02 -0.06 -0.17
-0.22 0.31 0.11
-0.06 0.03 -0.34
0.54 -0.10 -0.15
-1.03 -0.16 0.44
-0.32 -0.20 0.01
0.28 0.27 -0.44
0.02 -0.06 -0.29
0.13 0.13 -0.05
0.03 -0.06 0.15
0.30 -0.03 -0.11
-0.38 -0.02 -0.07
0.11 -0.17 0.09
-0.13 0.30 0.19
-0.11 -0.05 0.11
-0.01 -0.03 0.01
0.03 0.02 0.01
0.04 -0.09 -0.04
0.06 -0.02 -0.05
-0.03 0.04 0.02
0.08 -0.11 -0.07
0.00 -0.02 -0.03
0.00 -0.06 -0.01
-0.01 -0.02 0.00
0.05 0.03 0.05
-0.03 -0.11 -0.03
-0.04 -0.01 -0.03
-0.02 0.10 0.07
-0.02 0.03 0.01
-0.06 -0.03 -0.08
0.04 -0.02 0.00
-0.03 0.00 0.01
0.02 0.04 -0.01
0.16 0.03 -0.02
0.00 0.03 -0.03
0.03 -0.04 -0.05
-0.07 -0.11 0.10
0.01 0.00 -0.07
0.07 -0.02 0.00
-0.03 0.02 -0.01
0.02 0.09 0.01
0.04 -0.11 0.17
-0.05 -0.05 0.06
-0.06 -0.03 0.03
0.01 -0.03 -0.06
0.00 -0.07 0.04
-0.05 -0.07 -0.01
-0.05 -0.15 0.02
0.06 -0.08 -0.05
0.05 -0.14 0.03
-0.06 0.03 0.00
0.03 -0.06 0.04
0.01 0.02 -0.05
-0.01 0.00 0.00
0.02 -0.15 0.05
0.01 -0.01 -0.03
-0.11 -0.09 0.01
-0.19 0.00 -0.02
0.06 -0.01 -0.02
-0.01 -0.05 0.00
0.11 -0.02 0.02
0.01 -0.01 -0.02
0.01 0.12 0.16
0.03 0.03 0.00
-0.03 0.01 0.01
-0.03 0.03 -0.01
0.01 0.06 0.00
-0.18 -0.12 0.05